# C47H81CrN3OP3SSiTe

C47H81CrN3OP3SSiTe as an isolated structure in a non-equilibrium geometry (wB97M-V/def2-TZVPD, the Open Molecules 2025 dataset).

Properties
E_HOMO (alpha / beta)	-9.394 / -9.507	eV
orbital gap (alpha / beta)	7.52 / 7.70	eV
<S²>	6.091
energy	-138862.0263	eV

ORCA input file:
```
! RIJCOSX wB97M-V def2-TZVPD def2/J DEFGRID3
* xyz 1 5
H 1.276 -4.304 -1.784
H -0.458 1.380 -5.325
P -0.806 -2.049 -1.946
H 0.547 -5.181 -0.440
H 1.982 -3.099 -5.912
H -2.623 -1.624 5.016
H 4.726 0.199 4.676
H -2.598 1.524 -3.396
C 1.940 -2.601 -4.954
C -0.662 2.456 -3.459
C 3.040 -1.913 -4.475
H -3.184 -1.613 -5.032
C 2.528 1.292 -1.539
H 4.009 4.227 -3.585
H 5.896 3.370 1.071
C 1.823 -1.294 -2.463
H -3.326 3.382 1.874
H -1.496 3.599 -0.349
H -0.389 -0.846 4.863
C 4.776 -2.832 0.520
H 0.550 2.894 0.935
H -2.849 -3.987 2.765
S -0.909 0.928 2.025
C -0.491 3.773 -0.765
H 1.611 4.151 -3.132
C 2.336 -0.826 3.902
H -4.574 -0.903 1.744
Te -0.600 -2.509 2.176
H -2.412 -0.640 -2.953
H 5.132 -3.807 0.224
H -2.218 -3.056 -4.813
H -4.574 2.257 1.287
H 3.244 -2.774 -0.956
C 4.923 -0.904 1.924
H 1.000 1.363 -4.334
H -0.053 -3.209 -4.561
H -0.238 3.409 -3.791
H 3.181 -1.465 3.657
H -3.921 1.807 -1.619
H 5.565 1.717 0.542
H -3.460 -2.442 -1.383
C -4.323 1.831 3.897
H -4.779 2.803 3.712
H -1.363 -5.882 -2.056
H -3.797 1.876 4.850
C -3.946 -0.234 -0.186
H 5.500 2.483 -2.673
H -1.141 5.018 -2.436
H -6.580 -1.077 -0.803
H -0.960 0.400 6.000
H 1.055 -4.640 2.020
O -2.810 0.120 -0.548
H 5.103 1.957 2.945
H -5.233 1.143 -2.619
H 1.507 4.046 0.007
C 1.196 -3.672 2.478
C -2.219 0.889 3.091
Si 1.737 -0.288 -0.780
H 0.467 5.421 -1.821
N -5.053 0.364 -0.673
C 2.762 0.634 3.846
C 0.567 -4.225 -0.962
H 0.919 -3.453 -0.277
C -3.548 2.335 1.648
H 2.042 -3.173 2.024
H -2.468 2.805 -4.597
H 3.857 -0.794 -2.871
C -0.529 5.088 -1.540
H -6.530 -0.165 0.717
H 3.486 0.603 5.852
H -4.450 -1.791 -2.700
C 3.794 -0.356 1.321
H 1.989 -1.086 4.901
H -3.715 -3.382 -2.853
P 2.968 1.140 2.012
H 1.918 1.264 4.156
H 4.416 3.015 0.174
H 1.380 -3.799 3.537
H 4.539 0.623 -1.367
C 4.384 2.367 2.229
H 4.225 1.885 4.907
C 3.602 3.422 -2.992
C 0.509 3.840 0.390
H -2.852 1.997 0.883
H -5.603 2.277 -1.312
H -0.374 0.358 -3.883
H 4.546 4.415 2.922
C -1.810 -4.268 2.642
C -6.385 -0.099 -0.360
C 1.703 2.310 -2.014
C 5.412 -2.139 1.538
H -1.730 -5.009 1.857
C -0.824 -3.888 -1.492
H 0.233 4.632 1.082
H 1.544 -1.010 3.180
C 3.893 1.388 -1.772
N -3.392 1.520 2.828
Cr -0.640 0.030 -0.680
H 3.242 3.505 3.692
H -4.814 -2.106 0.469
H -3.483 -0.282 5.791
H -2.160 -4.674 -3.044
C 3.776 3.664 2.759
C -3.095 -0.652 4.837
H -1.428 -1.488 -5.061
C -4.949 1.457 -1.611
H -3.182 -1.755 1.075
H -0.960 5.855 -0.897
C -0.087 1.324 -4.304
H -7.107 0.605 -0.765
H 6.271 -2.564 2.037
C -2.265 -1.995 -4.584
H -1.531 -3.947 -0.651
H -0.145 0.880 4.498
C 0.789 -2.649 -4.191
C -3.560 -2.378 -2.465
C 3.191 -1.017 0.244
H -5.124 1.090 3.968
H -3.916 -0.810 4.144
C 5.109 2.630 0.920
C 3.880 0.855 4.866
C -2.178 2.509 -3.589
C 2.978 -1.296 -3.239
H 3.066 4.057 2.034
P -0.091 2.185 -1.690
C 3.703 -2.253 -0.132
C -0.821 0.157 4.943
C 0.709 -1.976 -2.971
H -2.609 3.223 -2.889
H -0.449 -5.037 -3.288
H -1.452 -4.701 3.567
C -1.229 -4.917 -2.543
C -4.152 -1.324 0.834
C 2.244 3.369 -2.741
C -2.311 -1.732 -3.079
C 4.435 2.435 -2.495
H 5.420 -0.360 2.714
N -2.102 0.243 4.282
H 3.944 -1.855 -5.063
*
```

These are the Mulliken partial charges, in e, on atoms 1 to 99:
1. H 0.294
2. H 0.680
3. P 0.958
4. H 0.729
5. H 0.422
6. H 0.329
7. H 0.253
8. H -0.094
9. C -1.326
10. C 0.081
11. C -1.111
12. H 0.460
13. C 0.627
14. H 0.415
15. H 0.581
16. C -0.325
17. H 0.497
18. H 0.214
19. H 0.232
20. C -1.019
21. H 0.002
22. H 0.388
23. S 0.231
24. C 1.210
25. H 0.440
26. C -1.739
27. H 0.517
28. Te 1.067
29. H -2.144
30. H 0.437
31. H 0.302
32. H 0.580
33. H 0.391
34. C -0.353
35. H 0.189
36. H 0.554
37. H 0.978
38. H 0.469
39. H -0.146
40. H 0.227
41. H 0.168
42. C -1.254
43. H 0.456
44. H 0.515
45. H 0.327
46. C 0.144
47. H 0.489
48. H 0.399
49. H 0.307
50. H 0.379
51. H 0.457
52. O 0.019
53. H 0.720
54. H 0.408
55. H 0.267
56. C -1.163
57. C -0.714
58. Si 1.001
59. H 0.328
60. N 0.556
61. C 1.000
62. C -0.998
63. H -0.368
64. C -0.823
65. H 0.046
66. H 0.607
67. H 0.494
68. C -1.797
69. H 0.326
70. H 0.506
71. H 0.559
72. C -0.223
73. H 0.693
74. H 0.448
75. P 1.436
76. H 0.276
77. H 0.147
78. H 0.546
79. H 0.737
80. C 0.144
81. H 0.391
82. C -1.152
83. C -1.614
84. H -0.508
85. H 0.533
86. H 0.193
87. H 0.454
88. C -1.472
89. C -1.065
90. C -0.600
91. C -0.838
92. H 0.380
93. C 0.628
94. H 0.719
95. H -0.031
96. C -0.294
97. N 0.521
98. Cr -1.721
99. H 0.331